#1
ORCA calculation (the ωB97M-V functional and the def2-TZVPD basis) on 3 unconnected molecules or ions with the total composition C3H14N2O2.

Computed properties:
- Spin multiplicity: 2
- Net charge: +1
- Expectation value of S²: 0.75
- Frontier orbital gap (alpha / beta): 10.18 / 5.26 eV
- E_HOMO (alpha / beta): -13.605 / -13.605 eV

Last column: Mulliken charge in e.
Atoms and positions in Å:
N 0.22 0.13 -0.04  -0.519
C 1.14 -0.93 -0.32  0.371
C 2.23 -1.07 0.75  -1.429
C 0.36 -2.24 -0.46  -0.606
N -0.56 -2.27 -1.50  -0.134
H 0.23 0.81 -0.79  0.244
H 0.47 0.62 0.79  0.206
H 1.66 -0.70 -1.25  0.323
H 3.11 -1.55 0.35  0.398
H 2.50 -0.08 1.07  0.430
H 1.82 -1.55 1.63  0.387
H -0.26 -2.31 0.46  0.319
H 1.03 -3.10 -0.47  0.414
H -1.29 -1.57 -1.61  0.253
H -0.79 -3.17 -1.93  0.312
H -1.99 5.12 2.39  0.321
H -1.28 3.83 2.73  0.310
O -1.67 4.31 1.99  -0.629
H -1.62 2.21 -1.14  0.329
H -2.73 1.28 -1.38  0.285
O -2.58 2.23 -1.25  -0.586

#2
ORCA calculation (the ωB97M-V functional and the def2-TZVPD basis) on 3 unconnected molecules or ions with the total composition C3H14N2O2.

Computed properties:
- Spin multiplicity: 2
- Net charge: +1
- Expectation value of S²: 0.76
- Frontier orbital gap (alpha / beta): 11.27 / 5.41 eV
- E_HOMO (alpha / beta): -14.380 / -14.364 eV

Last column: Mulliken charge in e.
Atoms and positions in Å:
N 1.58 -1.22 0.02  -0.462
C 0.67 -0.04 0.05  0.144
C 0.28 0.18 -1.53  -0.968
C -0.69 -0.22 0.75  -0.558
N -1.28 1.01 1.06  -0.236
H 2.20 -1.38 0.84  0.329
H 1.00 -2.11 0.19  0.326
H 1.35 0.73 0.53  0.311
H -0.33 1.09 -1.86  0.308
H 1.09 0.26 -2.24  0.233
H -0.25 -0.73 -1.84  0.342
H -0.54 -0.74 1.82  0.300
H -1.26 -1.02 0.16  0.351
H -1.20 1.65 0.24  0.299
H -0.95 1.56 1.74  0.290
H 4.04 1.24 -3.02  0.323
H 3.43 0.09 -2.27  0.273
O 3.85 0.32 -3.03  -0.601
H -4.53 -0.03 3.47  0.330
H -4.21 0.07 2.11  0.301
O -4.25 -0.72 2.80  -0.631

#3
ORCA calculation (the ωB97M-V functional and the def2-TZVPD basis) on 3 unconnected molecules or ions with the total composition C3H14N2O2.

Computed properties:
- Spin multiplicity: 2
- Net charge: +1
- Expectation value of S²: 0.75
- Frontier orbital gap (alpha / beta): 9.52 / 4.36 eV
- E_HOMO (alpha / beta): -13.291 / -13.288 eV

Last column: Mulliken charge in e.
Atoms and positions in Å:
N -2.46 1.80 -1.16  -0.157
C -2.19 0.51 -0.52  -0.503
C -0.84 0.60 0.22  -0.548
C -0.41 -0.64 0.98  -0.641
N 0.91 -0.37 1.57  -0.552
H -3.41 2.02 -1.49  0.330
H -1.86 1.97 -1.98  0.361
H -2.04 -0.07 -1.46  0.329
H -3.01 0.12 0.07  0.433
H -0.13 0.83 -0.57  0.317
H -0.79 1.45 0.90  0.400
H -0.33 -1.46 0.26  0.256
H -1.16 -0.95 1.71  0.421
H 0.86 0.57 1.95  0.265
H 1.10 -1.05 2.31  0.227
H 3.70 0.82 1.41  0.297
H 2.63 -0.04 0.78  0.436
O 3.57 0.18 0.72  -0.670
H 1.93 -2.37 -1.18  0.316
H 2.36 -1.92 -2.51  0.311
O 1.56 -2.00 -2.00  -0.629

Which of them is most stable, and which least? Most stable: #1; least stable: #2.

#1
ORCA calculation (the ωB97M-V functional and the def2-TZVPD basis) on 2 unconnected molecules or ions with the total composition C3H5BrFN.

Computed properties:
- Frontier orbital gap: 10.71 eV
- E_HOMO: -10.198 eV

Last column: Mulliken charge in e.
Atoms and positions in Å:
H -1.11 1.39 1.17  0.296
N -1.31 0.41 1.57  -0.508
C -0.39 -0.43 1.79  0.504
F 0.89 -0.18 1.61  -0.177
Br -0.62 -1.98 2.86  -0.113
C 0.68 0.76 -1.54  -0.428
C 0.16 -0.47 -1.49  -0.644
H 1.69 0.90 -1.38  0.264
H 0.16 1.72 -1.65  0.266
H 0.71 -1.38 -1.43  0.261
H -0.86 -0.74 -1.51  0.279

#2
ORCA calculation (the ωB97M-V functional and the def2-TZVPD basis) on C3H5BrFN in the gas phase.

Computed properties:
- Frontier orbital gap: 9.65 eV
- E_HOMO: -9.386 eV

Last column: Mulliken charge in e.
Atoms and positions in Å:
C -1.79 0.74 0.51  -0.775
C -0.86 0.08 -0.12  -0.230
C 0.70 0.20 0.01  0.256
F 0.99 1.31 -0.76  -0.269
N 1.22 -0.99 -0.58  -0.480
Br 1.85 -2.28 0.63  -0.069
H -2.72 0.66 0.22  0.326
H -1.48 1.31 1.31  0.281
H -1.24 -0.46 -0.90  0.308
H 1.36 0.43 0.94  0.309
H 1.96 -1.01 -1.26  0.342

Which of them is most stable, and which least? Most stable: #1; least stable: #2.

#1
ORCA calculation (the ωB97M-V functional and the def2-TZVPD basis) on C3H8N4S in the gas phase.

Computed properties:
- Frontier orbital gap: 9.01 eV
- E_HOMO: -8.511 eV

Last column: Mulliken charge in e.
Atoms and positions in Å:
H 3.30 1.04 0.04  0.230
N 2.97 0.09 0.15  -0.783
C 1.72 -0.09 0.16  0.577
C 0.70 1.14 0.13  -0.543
N -0.51 0.90 -0.57  -0.154
C -1.70 0.83 -0.12  -0.082
S -3.03 0.46 -0.85  -0.371
N 1.12 -1.22 0.66  0.048
N 1.64 -2.37 1.13  -0.835
H 1.34 2.14 -0.24  0.232
H 0.53 1.42 1.20  0.289
H -0.13 0.44 -1.53  0.321
H -1.83 1.01 0.93  0.255
H 0.11 -1.41 0.43  0.280
H 2.10 -2.96 0.26  0.257
H 2.35 -1.97 1.88  0.281

#2
ORCA calculation (the ωB97M-V functional and the def2-TZVPD basis) on C3H8N4S in the gas phase.

Computed properties:
- Frontier orbital gap: 9.55 eV
- E_HOMO: -8.620 eV

Last column: Mulliken charge in e.
Atoms and positions in Å:
H -1.39 -2.82 1.58  0.304
N -0.92 -1.99 1.83  -0.663
C -0.58 -1.33 0.80  0.451
N -0.85 -1.59 -0.54  -0.085
N -1.82 -2.56 -0.79  -0.624
S 0.41 0.12 1.10  -0.119
N 0.35 0.84 -0.44  -0.310
C 0.97 1.95 -0.60  0.019
C 1.80 2.66 0.41  -1.171
H -0.72 -0.78 -1.23  0.355
H -2.70 -2.10 -1.02  0.206
H -1.51 -3.23 -1.56  0.243
H 0.94 2.32 -1.60  0.434
H 1.19 2.92 1.28  0.328
H 2.64 2.04 0.76  0.326
H 2.21 3.56 0.01  0.307

#3
ORCA calculation (the ωB97M-V functional and the def2-TZVPD basis) on a molecular structure, C3H8N4S.

Computed properties:
- Frontier orbital gap: 8.70 eV
- E_HOMO: -8.801 eV

Last column: Mulliken charge in e.
Atoms and positions in Å:
C -1.38 1.13 -1.19  -0.493
C -0.94 -0.76 0.12  0.689
C 0.59 -0.57 -0.17  -0.340
H -1.84 0.82 -2.35  0.251
H -2.04 1.97 -0.65  0.265
H -0.03 1.17 -1.03  0.283
H -0.04 -2.36 1.01  0.184
H -1.97 -2.15 1.68  0.337
H 0.43 0.93 1.47  0.248
H 2.23 0.81 -0.73  0.314
H 3.10 0.69 0.96  0.275
N -1.85 -0.01 -0.25  -0.664
N -0.91 -1.80 1.05  -0.520
N 0.98 0.54 0.72  -0.013
N 2.29 1.23 0.41  -0.581
S 1.38 -1.65 -1.05  -0.234

Which of them is most stable, and which least? Most stable: #2; least stable: #3.

#1
ORCA calculation (the ωB97M-V functional and the def2-TZVPD basis) on C3H2Br2 in the gas phase.

Computed properties:
- Frontier orbital gap: 9.69 eV
- E_HOMO: -9.130 eV

Last column: Mulliken charge in e.
Atoms and positions in Å:
Br 3.17 1.28 -0.52  -0.087
C 1.35 1.01 -0.62  0.029
C 0.32 1.03 -1.43  0.140
Br -0.49 1.79 -2.92  -0.095
C 0.13 0.16 -0.20  -0.443
H 0.14 -0.83 -0.41  0.229
H -0.57 0.30 0.62  0.226

#2
ORCA calculation (the ωB97M-V functional and the def2-TZVPD basis) on 2 unconnected molecules or ions with the total composition C3H2Br2.

Computed properties:
- Frontier orbital gap (alpha / beta): 8.38 / 5.48 eV
- E_HOMO (alpha / beta): -10.392 / -8.924 eV

Last column: Mulliken charge in e.
Atoms and positions in Å:
C 0.60 0.03 1.03  -0.098
C 0.33 -1.23 0.74  -0.431
C -0.41 -0.60 -0.34  -0.288
Br 1.09 2.11 -1.40  -0.226
Br -2.30 -0.79 -0.24  -0.042
H 0.81 0.86 1.51  0.559
H -0.13 -0.38 -1.30  0.525

Which of them is most stable, and which least? Most stable: #1; least stable: #2.

#1
ORCA calculation (the ωB97M-V functional and the def2-TZVPD basis) on 2 unconnected molecules or ions with the total composition C2H10N2S.

Computed properties:
- Frontier orbital gap: 9.91 eV
- E_HOMO: -8.976 eV

Last column: Mulliken charge in e.
Atoms and positions in Å:
N 2.03 0.87 1.79  -0.622
C 0.69 0.98 1.12  -0.334
N 0.78 1.31 -0.29  -0.587
H 2.02 1.45 2.61  0.239
H 2.16 -0.08 2.13  0.229
H 0.18 1.79 1.65  0.338
H 0.14 0.04 1.19  0.306
H 1.26 0.57 -0.78  0.205
H 1.37 2.13 -0.39  0.232
C -1.57 -1.08 -1.60  -0.698
S -1.46 -2.85 -1.27  -0.196
H -2.25 -0.86 -2.41  0.334
H -0.62 -0.59 -1.80  0.181
H -1.96 -0.60 -0.71  0.266
H -2.77 -3.08 -1.23  0.107

#2
ORCA calculation (the ωB97M-V functional and the def2-TZVPD basis) on 2 unconnected molecules or ions with the total composition C2H10N2S.

Computed properties:
- Frontier orbital gap: 9.85 eV
- E_HOMO: -8.964 eV

Last column: Mulliken charge in e.
Atoms and positions in Å:
N 3.53 0.25 1.50  -0.632
C 5.02 0.07 1.86  -0.308
N 5.45 0.65 3.16  -0.595
H 3.50 0.71 0.56  0.258
H 3.06 -0.68 1.44  0.217
H 5.53 0.47 0.96  0.293
H 5.41 -0.96 1.99  0.290
H 5.00 1.56 3.27  0.235
H 5.02 0.03 3.78  0.240
C -5.62 0.20 -2.08  -0.654
S -4.09 -0.62 -2.25  -0.208
H -6.32 -0.19 -1.27  0.262
H -6.06 -0.02 -2.99  0.230
H -5.50 1.26 -1.76  0.263
H -3.36 -0.19 -1.16  0.107

Which of them is most stable, and which least? Most stable: #1; least stable: #2.

#1
ORCA calculation (the ωB97M-V functional and the def2-TZVPD basis) on 2 unconnected molecules or ions with the total composition C2H8NOS2.

Computed properties:
- Spin multiplicity: 3
- Net charge: +1
- Expectation value of S²: 2.01
- Frontier orbital gap (alpha / beta): 5.99 / 6.36 eV
- E_HOMO (alpha / beta): -10.458 / -14.403 eV

Last column: Mulliken charge in e.
Atoms and positions in Å:
C 1.56 0.29 0.35  -0.328
C 1.72 -1.02 -0.14  -0.303
N 2.92 -1.54 -0.45  -0.342
O -4.81 0.99 -0.29  -0.626
S 0.25 1.00 -0.72  0.237
S -1.34 0.38 0.28  0.070
H 1.11 0.22 1.41  0.289
H 2.40 0.94 0.30  0.374
H 0.77 -1.45 -0.38  0.289
H -5.39 1.77 -0.43  0.326
H 3.79 -1.09 -0.41  0.204
H 2.91 -2.29 -1.03  0.221
H -5.15 0.53 0.46  0.317
H -0.73 1.28 1.05  0.272

#2
ORCA calculation (the ωB97M-V functional and the def2-TZVPD basis) on 2 unconnected molecules or ions with the total composition C2H8NOS2.

Computed properties:
- Spin multiplicity: 3
- Net charge: +1
- Expectation value of S²: 2.01
- Frontier orbital gap (alpha / beta): 7.51 / 3.81 eV
- E_HOMO (alpha / beta): -11.072 / -12.502 eV

Last column: Mulliken charge in e.
Atoms and positions in Å:
C -0.94 -1.06 -0.66  0.026
C -0.52 -0.60 0.64  -0.597
N -0.06 -1.89 -1.38  -0.003
O 0.67 -0.88 1.04  -0.459
S 1.21 3.05 1.61  -0.160
S 0.15 2.24 0.04  -0.213
H -1.89 -1.68 -0.51  0.263
H -1.27 -0.19 -1.35  0.289
H -1.24 -0.21 1.29  0.529
H 0.14 -1.55 -2.25  0.285
H 0.21 -2.78 -1.22  0.245
H 1.38 1.94 -0.53  0.218
H 0.80 -0.73 1.99  0.394
H 1.37 4.34 1.27  0.182

Which of them is most stable, and which least? Most stable: #1; least stable: #2.